Entry 1:
Computed, not measured: one molecule with the formula C19H25N5O3, with ωB97M-V/def2-TZVPD.

The geometry in XYZ format:
```
52
Properties=species:S:1:pos:R:3:mulliken_charge:R:1
O 3.04 -0.39 -1.20 -0.67
C 3.34 -0.24 -0.04 0.04
N 4.53 -0.65 0.47 -0.15
C 5.58 -1.20 -0.37 -0.89
C 6.75 -0.28 -0.45 0.38
C 6.99 0.81 -1.24 -0.36
C 8.25 1.31 -0.84 -0.46
C 8.68 0.50 0.16 -0.44
O 7.78 -0.47 0.40 -0.35
C 2.39 0.34 1.01 0.71
C 1.44 1.35 0.37 -1.16
C 0.04 1.27 0.98 -0.76
N -0.53 -0.04 0.74 0.16
C -1.79 -0.13 0.23 0.67
C -2.32 -1.35 -0.28 -0.56
C -3.62 -1.34 -0.70 -0.49
C -4.35 -0.14 -0.61 0.79
N -5.64 -0.02 -1.08 -0.09
C -6.59 -1.10 -0.90 -0.77
C -7.27 -0.97 0.47 -0.49
O -7.91 0.28 0.62 -0.42
C -6.99 1.34 0.45 -0.53
C -6.30 1.27 -0.92 -0.69
N -3.76 0.97 -0.17 -0.36
N -2.53 0.97 0.24 -0.63
C 0.38 -1.16 0.74 -0.92
C 1.59 -0.83 1.62 -1.36
H 4.76 -0.45 1.43 0.27
H 5.90 -2.16 0.04 0.34
H 5.14 -1.34 -1.35 0.39
H 6.35 1.19 -2.00 0.52
H 8.77 2.16 -1.25 0.42
H 9.58 0.50 0.75 0.46
H 2.98 0.81 1.80 0.51
H 1.37 1.12 -0.70 0.29
H 1.83 2.36 0.47 0.45
H 0.09 1.47 2.06 0.12
H -0.62 2.01 0.54 0.54
H -1.72 -2.24 -0.36 0.38
H -4.06 -2.24 -1.13 0.32
H -6.11 -2.07 -0.99 0.33
H -7.35 -1.01 -1.68 0.36
H -8.05 -1.72 0.60 0.39
H -6.51 -1.10 1.26 0.30
H -7.57 2.26 0.55 0.35
H -6.22 1.31 1.24 0.34
H -5.55 2.05 -1.00 0.41
H -7.04 1.36 -1.71 0.35
H -0.13 -2.04 1.15 0.62
H 0.73 -1.40 -0.27 0.43
H 2.22 -1.72 1.71 0.47
H 1.24 -0.56 2.62 0.42
```

Values from the calculation:
Calculated total energy (a.u.): -1238.4663
Orbital gap (eV): 7.74
SMILES: O=C(NCc1ccco1)C1CCN(c2ccc(N3CCOCC3)nn2)CC1
ΔE to the lowest compared entry with this formula, charge and spin (eV): 3.456
HOMO (eV): -7.11

***

Entry 2:
Computed, not measured: a 2-piece molecular cluster, C3H8F overall, with ωB97M-V/def2-TZVPD.

The geometry in XYZ format:
```
12
Properties=species:S:1:pos:R:3:mulliken_charge:R:1
C 1.04 -0.40 0.12 -1.32
H -0.84 -1.07 -0.50 0.31
F 1.97 0.83 0.02 -0.51
C -0.28 -0.11 -0.58 -0.28
H 0.86 -0.48 1.20 0.13
H 1.63 -1.13 -0.46 0.27
H -0.10 0.13 -1.64 0.29
C -1.10 0.96 0.13 -1.09
H -1.35 0.58 1.13 0.32
H -0.54 1.91 0.21 0.26
H -2.04 1.16 -0.42 0.30
H 0.74 -2.38 0.79 0.33
```

Values from the calculation:
Calculated total energy (a.u.): -218.8659
Total charge: -1
Orbital gap (eV): 5.21
HOMO (eV): -0.95

***

Entry 3:
Computed, not measured: one molecule with the formula HNOS, with ωB97M-V/def2-TZVPD.

The geometry in XYZ format:
```
4
Properties=species:S:1:pos:R:3:mulliken_charge:R:1
O -0.45 -0.53 0.53 -0.32
N -0.38 0.70 0.37 0.16
S 1.11 1.55 0.48 -0.05
H 1.84 0.41 0.74 0.21
```

Values from the calculation:
Calculated total energy (a.u.): -528.6842
Orbital gap (eV): 9.12
SMILES: O=NS
ΔE to the lowest compared entry with this formula, charge and spin (eV): 1.483
HOMO (eV): -9.73

***

Entry 4:
Computed, not measured: C11H12Cl2Yb as an isolated structure, with ωB97M-V/def2-TZVPD.

The geometry in XYZ format:
```
26
Properties=species:S:1:pos:R:3:lowdin_spin:R:1
C -2.93 -1.18 -0.05 0.00
C -1.96 -1.38 -1.07 0.00
C -1.42 -0.12 -1.43 0.00
H -1.67 -2.33 -1.51 0.00
C -2.00 0.86 -0.60 0.00
C -2.93 0.22 0.26 0.00
H -3.58 0.70 1.00 0.00
H -3.57 -1.95 0.39 0.00
H -0.72 0.06 -2.25 0.00
H -1.76 1.92 -0.63 0.00
Yb -1.27 -0.84 1.94 0.97
Cl 0.16 -2.72 1.72 0.00
C 3.17 0.06 0.07 0.00
C 2.56 1.26 -0.42 0.00
C 1.81 0.92 -1.59 0.00
H 2.65 2.25 0.01 0.00
C 2.00 -0.47 -1.84 0.00
C 2.81 -1.01 -0.81 0.00
H 3.10 -2.05 -0.69 0.00
H 3.67 -0.05 1.04 0.00
H 1.18 1.60 -2.18 0.00
H 1.70 -0.99 -2.76 0.00
Cl -0.55 0.91 4.26 0.01
C -0.27 1.20 2.62 0.02
H -0.98 1.91 2.20 0.00
H 0.79 1.21 2.33 0.00
```

Values from the calculation:
Multiplicity: 2
Calculated total energy (a.u.): -2505.3901
Total charge: -1
Orbital gap (alpha / beta) (eV): 3.78 / 3.79
ΔE to the lowest compared entry with this formula, charge and spin (eV): 0.000
HOMO (alpha / beta) (eV): -2.46 / -2.46

***

Q: Which of these has the lowest calculated total energy?
A: C11H12Cl2Yb

***

Please write out number 3 again, unchanged.
Computed, not measured: one molecule with the formula HNOS, with ωB97M-V/def2-TZVPD.

The geometry in XYZ format:
```
4
Properties=species:S:1:pos:R:3:mulliken_charge:R:1
O -0.45 -0.53 0.53 -0.32
N -0.38 0.70 0.37 0.16
S 1.11 1.55 0.48 -0.05
H 1.84 0.41 0.74 0.21
```

Values from the calculation:
Calculated total energy (a.u.): -528.6842
Orbital gap (eV): 9.12
SMILES: O=NS
ΔE to the lowest compared entry with this formula, charge and spin (eV): 1.483
HOMO (eV): -9.73